ORCA calculation (wB97M-V/def2-TZVPD) on C28H36Cl5N4O5P2S3W as an isolated structure.

Last column: Löwdin charge in e.
Geometry (Å):
1 W 0.06 -0.71 1.76  0.9001
2 O 1.68 -0.43 0.41  -0.3296
3 N 2.02 -1.36 -0.47  -0.1954
4 C 3.00 -1.05 -1.34  -0.0014
5 C 3.40 -1.95 -2.29  -0.0373
6 C 2.79 -3.20 -2.33  -0.0570
7 C 1.79 -3.49 -1.43  -0.0864
8 C 1.39 -2.55 -0.49  -0.6295
9 S 0.11 -2.81 0.66  0.6264
10 H 3.40 -0.05 -1.22  0.1472
11 H 4.18 -1.67 -2.98  0.1132
12 H 3.10 -3.93 -3.07  0.1111
13 H 1.29 -4.45 -1.43  0.1080
14 Cl 3.17 -1.80 2.61  0.6955
15 C 2.81 -0.19 3.19  -0.6854
16 C 1.52 0.32 3.02  -0.3821
17 C 1.32 1.55 3.66  -0.6817
18 Cl -0.27 2.26 3.63  0.7458
19 C 2.31 2.25 4.34  -0.7089
20 Cl 1.98 3.78 5.07  0.6829
21 C 3.59 1.71 4.43  -0.7149
22 Cl 4.84 2.56 5.26  0.6794
23 C 3.84 0.47 3.86  -0.7079
24 Cl 5.40 -0.24 4.01  0.6756
25 C 0.08 -3.83 3.80  -0.2840
26 P -0.11 -2.01 3.86  0.6997
27 C 0.92 -1.62 5.33  -0.2404
28 C -1.78 -1.84 4.63  -0.3983
29 C -2.86 -1.87 3.55  -0.3868
30 P -2.35 -0.66 2.28  0.7268
31 C -3.29 -1.11 0.79  -0.2491
32 C -3.17 0.89 2.77  -0.2542
33 H -0.03 -4.25 4.80  0.0467
34 H 1.07 -4.07 3.41  0.0271
35 H -0.66 -4.26 3.13  0.0237
36 H 0.56 -2.21 6.17  0.0523
37 H 0.84 -0.56 5.56  0.0496
38 H 1.96 -1.87 5.14  0.0311
39 H -1.79 -0.87 5.14  0.0831
40 H -1.92 -2.62 5.39  0.0878
41 H -3.85 -1.65 3.94  0.0892
42 H -2.89 -2.85 3.07  0.0806
43 H -4.37 -1.04 0.97  0.0491
44 H -3.03 -2.12 0.49  0.0246
45 H -3.00 -0.43 -0.01  0.0242
46 H -4.26 0.77 2.73  0.0495
47 H -2.87 1.68 2.08  0.0323
48 H -2.88 1.17 3.78  0.0180
49 C -2.70 0.40 -6.01  -0.0556
50 C -1.84 1.41 -5.29  -0.2981
51 C -0.55 1.69 -5.71  -0.0635
52 C 0.25 2.60 -5.02  -0.0476
53 C -0.28 3.25 -3.92  -0.2809
54 C -1.57 2.99 -3.48  -0.0543
55 C -2.34 2.07 -4.16  -0.0554
56 S 0.68 4.50 -3.09  0.6130
57 O -0.05 5.72 -3.20  -0.2804
58 O 2.03 4.38 -3.58  -0.2941
59 N 0.70 4.10 -1.52  -0.1277
60 C 1.40 2.88 -1.10  -0.2042
61 C 1.04 2.59 0.36  -0.0956
62 C -0.42 2.17 0.45  -0.6365
63 O -1.31 2.97 0.20  0.0497
64 O -0.68 0.92 0.76  -0.3316
65 H -2.21 0.04 -6.92  0.0743
66 H -3.66 0.83 -6.28  0.0822
67 H -2.90 -0.46 -5.37  0.0696
68 H -0.15 1.20 -6.59  0.1112
69 H 1.25 2.82 -5.34  0.1115
70 H -1.97 3.49 -2.61  0.1187
71 H -3.34 1.85 -3.82  0.1209
72 H -0.21 4.21 -1.07  0.0918
73 H 2.47 3.05 -1.19  0.1192
74 H 1.13 2.02 -1.73  0.0993
75 H 1.18 3.49 0.95  0.1321
76 H 1.68 1.80 0.73  0.0854
77 N -0.44 -1.65 -4.54  0.0983
78 C -0.82 -1.74 -3.24  -0.9448
79 N -1.25 -2.95 -2.83  0.0902
80 S -0.74 -0.43 -2.21  0.7146
81 H -0.37 -2.46 -5.14  0.1049
82 H -0.12 -0.76 -4.86  0.0696
83 H -1.40 -3.72 -3.46  0.1026
84 H -1.51 -3.04 -1.86  0.0608

Summary:
2S+1 ... 2
Molar mass ... 1027.87 g/mol
⟨S²⟩ ... 0.75
Frontier orbital gap (spin up / spin down) ... 6.75 / 6.70 eV
Strongest force on any atom ... 0.40 eV Å⁻¹
ΔE to the lowest compared entry with this formula, charge and spin ... 0.064 eV